Version 1
27
Properties=species:S:1:pos:R:3:nbo_charge:R:1 method="wB97M-V/def2-TZVPD" smiles=Cc1c[nH]c2ccccc12.CC multiplicity=1 homo_energy_ev=-7.887 gap_ha=0.3254
C -0.1099 -3.0823 -4.1429 -0.617
C 0.3219 -1.6303 -4.0110 -0.610
H -1.1654 -3.2461 -4.3381 0.207
H 0.3497 -3.4953 -5.0526 0.201
H 0.2906 -3.7174 -3.3565 0.213
H -0.4353 -1.1546 -3.3855 0.193
H 0.4397 -0.9843 -4.8798 0.211
H 1.1980 -1.5270 -3.3699 0.206
C -0.7799 1.5055 4.3056 -0.629
C -0.1932 0.8319 1.8420 -0.103
C 0.0897 1.5198 3.0745 -0.071
C 0.8341 1.1651 0.9392 0.149
C 1.1575 2.3201 2.8262 -0.045
C -1.2837 -0.4058 0.1365 -0.239
C -0.2363 -0.1124 -0.7594 -0.213
C -1.2861 0.0917 1.4211 -0.188
C 0.8659 0.5909 -0.3358 -0.240
N 1.5863 2.1498 1.5156 -0.531
H -2.0986 -0.9836 -0.2901 0.209
H -0.2887 -0.5104 -1.7601 0.210
H -2.1618 -0.0284 2.0470 0.210
H 1.6862 0.8632 -0.9955 0.207
H -0.4593 2.2547 5.0241 0.219
H -0.5318 0.5748 4.8180 0.217
H 1.5237 3.1369 3.4293 0.209
H 2.5218 2.4013 1.2399 0.405
H -1.8354 1.4722 4.0581 0.219

***

Version 2
27
Properties=species:S:1:pos:R:3:nbo_charge:R:1 method="wB97M-V/def2-TZVPD" smiles=Cc1c[nH]c2ccccc12.CC multiplicity=1 homo_energy_ev=-8.087 gap_ha=0.3309
C 3.6200 -0.2779 2.1835 -0.634
C 0.5508 -0.3187 0.1635 0.245
C 1.7365 0.3094 0.7522 -0.137
C 2.2309 -0.6217 1.7049 -0.082
C 1.5212 -1.7349 1.7349 -0.033
C 0.3346 1.6391 -1.1294 -0.201
C -0.1465 0.3985 -0.8698 -0.295
C 1.2552 2.3265 -0.3377 -0.240
C 2.1095 1.6330 0.5634 -0.188
N 0.4077 -1.5884 0.8103 -0.577
H 0.0183 2.0268 -2.1884 0.212
H -0.8438 0.0293 -1.6209 0.219
H 1.4903 3.2983 -0.6803 0.206
H 3.0454 2.1536 0.9286 0.232
H -0.4001 -2.1685 0.7881 0.410
H 1.6884 -2.6475 2.2120 0.210
H 4.1088 -1.0944 2.6961 0.215
H 3.5867 0.5346 2.9707 0.218
H 4.3558 -0.0370 1.3616 0.220
C -3.6402 -1.0494 -2.0073 -0.615
C -4.0818 0.0697 -1.0432 -0.612
H -4.3965 -1.8473 -2.0520 0.207
H -3.5538 -0.8543 -3.0373 0.204
H -2.6746 -1.2991 -1.7180 0.198
H -5.1418 0.2534 -1.0190 0.208
H -3.4326 1.0505 -1.1429 0.207
H -3.7486 -0.1835 -0.0235 0.204

***

Of them, version 1 has the highest stability.

***

Version 1
27
Properties=species:S:1:pos:R:3:nbo_charge:R:1 method="wB97M-V/def2-TZVPD" smiles=Cc1c[nH]c2ccccc12.CC multiplicity=1 homo_energy_ev=-7.901 gap_ha=0.3239
C -0.7794 -0.2090 2.8879 -0.613
C -1.7139 -1.0678 2.0553 -0.613
H -1.0306 0.8438 2.9028 0.205
H -0.7278 -0.6681 3.8854 0.201
H 0.2369 -0.3245 2.5154 0.209
H -1.5717 -2.1445 2.2001 0.202
H -1.5435 -0.9057 0.9834 0.206
H -2.7971 -0.9441 2.1577 0.201
C -1.8656 0.8625 -2.2277 -0.629
C 0.3899 0.1169 -1.1454 -0.128
C -0.6914 1.0694 -1.3155 -0.072
C 1.3238 0.7645 -0.3244 0.207
C -0.3499 2.1869 -0.6488 -0.040
C 0.6687 -1.1260 -1.7142 -0.185
C 1.7947 -1.8000 -1.2828 -0.242
C 2.6584 -1.2108 -0.3441 -0.214
C 2.4571 0.0836 0.1024 -0.265
N 0.8822 2.0126 -0.0260 -0.551
H -0.0218 -1.5234 -2.4477 0.211
H 1.9701 -2.7935 -1.6879 0.212
H 3.4108 -1.8429 0.1067 0.212
H -2.3937 -0.0434 -1.9275 0.213
H -1.4754 0.6512 -3.2169 0.216
H -0.8074 3.1610 -0.5988 0.210
H 1.3305 2.6754 0.5837 0.412
H 3.2539 0.5246 0.6969 0.212
H -2.6079 1.6513 -2.1702 0.220

***

Version 2
27
Properties=species:S:1:pos:R:3:nbo_charge:R:1 method="wB97M-V/def2-TZVPD" smiles=Cc1c[nH]c2ccccc12.CC multiplicity=1 homo_energy_ev=-7.734 gap_ha=0.3187
C -1.1460 -2.6379 0.0186 -0.623
C 0.8844 -1.0307 -0.2153 -0.127
C 0.2207 -2.2310 0.3146 -0.060
C 2.2854 -1.2021 0.1304 0.177
C 1.1521 -3.0132 1.0224 -0.055
C 0.3944 0.0815 -0.8442 -0.172
C 1.2849 1.0160 -1.3346 -0.253
C 2.6819 0.7807 -0.9834 -0.188
C 3.2611 -0.2057 -0.1968 -0.262
N 2.4199 -2.4208 0.7868 -0.542
H -0.6810 0.2039 -0.8474 0.209
H 0.9112 1.8917 -1.8113 0.218
H 3.3561 1.4641 -1.4072 0.197
H -1.4188 -3.5986 0.4550 0.218
H -1.4500 -2.6664 -0.9402 0.215
H 1.3138 -3.9390 1.5566 0.218
H 3.3048 -2.8008 1.1503 0.408
H 4.3065 -0.2963 -0.0475 0.221
H -1.8881 -1.9016 0.5106 0.200
C -2.0198 2.4864 0.1039 -0.604
C -3.3118 3.0522 0.6265 -0.610
H -2.0704 1.5340 -0.3832 0.196
H -1.5801 3.2055 -0.6453 0.200
H -1.2319 2.4773 0.8254 0.209
H -3.1048 4.1089 0.8896 0.204
H -3.8325 2.5761 1.4778 0.207
H -4.0422 3.0659 -0.2120 0.201

***

Of them, version 1 has the highest stability.